1.
C25H69N6O8V as an isolated structure at a distorted geometry. Source: OMol25; level of theory: ωB97M-V/def2-TZVPD.

Structure (XYZ):
```
109
C25H69N6O8V, DFT ωB97M-V/def2-TZVPD
O 3.9441 0.1131 0.4432
V 3.5711 0.6923 1.8596
C 0.5625 0.0544 0.4558
O 1.4737 0.1985 1.5141
H -0.3231 0.6688 0.6181
H 1.0561 0.5387 -0.3867
H 0.2614 -0.9203 0.0716
C 1.7980 3.8689 4.1115
C 2.1405 2.8369 3.0982
C 2.7800 3.5298 1.9012
O 3.3937 2.7071 0.9539
C 3.4260 3.1799 -0.3862
N 3.0272 1.9489 3.7487
H 1.2382 3.4970 4.9697
H 1.2197 4.6675 3.6468
H 2.6678 4.4699 4.3768
H 1.2326 2.3659 2.7215
H 3.5422 4.2296 2.2438
H 1.9874 4.1160 1.4361
H 4.0688 4.0563 -0.3029
H 2.4305 3.3427 -0.7992
H 3.9579 2.4746 -1.0247
H 3.7013 2.4299 4.3267
H 2.5904 1.4141 4.4858
C -2.6561 -0.4642 4.5353
C -1.7177 0.4922 3.7244
C -2.0743 1.9681 3.7498
O -3.2904 2.3040 3.0723
C -3.7309 3.5840 3.4822
N -0.3028 0.1880 3.9983
H -2.6903 -0.1157 5.5675
H -2.2504 -1.4742 4.4760
H -3.7213 -0.4861 4.3050
H -1.9059 0.1106 2.7209
H -1.2627 2.5660 3.3352
H -2.1809 2.3107 4.7790
H -4.5162 3.9666 2.8304
H -2.9427 4.3368 3.4707
H -4.1475 3.5305 4.4881
H -0.2207 -0.8102 4.1288
H 0.2141 0.3866 3.1537
C 2.5610 -0.1394 -5.2453
C 1.7015 -1.1069 -4.4512
C 2.0972 -1.3455 -2.9524
O 3.2494 -2.1577 -2.7716
C 3.3859 -2.7193 -1.4977
N 0.2979 -0.8162 -4.4791
H 2.7894 0.7941 -4.7309
H 2.1571 0.2632 -6.1742
H 3.5089 -0.6704 -5.3324
H 1.7229 -2.0558 -4.9871
H 1.2917 -1.9604 -2.5510
H 2.0385 -0.4359 -2.3547
H 4.3160 -3.2873 -1.4786
H 2.5875 -3.4594 -1.4424
H 3.2574 -2.0295 -0.6636
H -0.1768 -1.6811 -4.2628
H 0.0379 -0.5776 -5.4254
C -2.4643 4.0916 0.5260
C -1.9213 4.2666 -0.9191
C -0.8160 3.2192 -1.2448
O -0.3111 3.3666 -2.5783
C 0.6521 2.4317 -3.0253
N -3.0679 4.0955 -1.8352
H -3.3284 4.7309 0.7071
H -1.7322 4.3097 1.3034
H -2.8621 3.0832 0.6405
H -1.4860 5.2591 -1.0353
H -1.2906 2.2388 -1.2841
H -0.0313 3.2188 -0.4882
H 0.7495 2.7453 -4.0646
H 0.1602 1.4590 -3.0219
H 1.5572 2.4542 -2.4183
H -2.6275 4.0000 -2.7390
H -3.4544 3.1682 -1.7307
C -3.7336 -2.0077 -3.0393
C -2.5966 -1.7937 -2.0240
C -1.5875 -2.9872 -2.1980
O -1.3248 -3.0683 -3.6206
C -0.3708 -4.1028 -3.8838
N -1.9869 -0.4670 -2.3193
H -4.5749 -1.3146 -3.0363
H -4.1058 -3.0091 -2.8231
H -3.2764 -1.9913 -4.0287
H -2.9608 -1.7506 -0.9975
H -2.0366 -3.9386 -1.9132
H -0.6755 -2.8580 -1.6151
H -0.7312 -5.1064 -3.6581
H 0.6232 -4.1204 -3.4367
H -0.2135 -4.1185 -4.9623
H -1.5774 -0.6003 -3.2329
H -1.2415 -0.3054 -1.6573
C -1.5254 -3.1337 1.5322
C -0.1647 -3.6702 1.9564
C 0.9945 -3.9757 0.9507
O 0.4127 -4.7803 -0.0240
C 0.5526 -6.1629 0.1124
N 0.3178 -2.7097 2.9782
H -1.8392 -3.7868 0.7179
H -1.5307 -2.0635 1.3257
H -2.2757 -3.3460 2.2939
H -0.3218 -4.6830 2.3275
H 1.8752 -4.2785 1.5170
H 1.3535 -3.0561 0.4887
H -0.0275 -6.6840 -0.6492
H 0.2807 -6.5418 1.0977
H 1.6291 -6.3043 0.0170
H 0.5679 -1.8408 2.5282
H 1.1700 -3.0706 3.3827
```

Results
Energy above the lowest of the compared OMol25 structures with the same formula, charge and spin: 0.5093 eV
E_LUMO (spin up / spin down): -0.4232 / -0.5524 eV
Total energy: -78046.095 eV
Multiplicity: 3
F_max: 0.064 hartree/bohr
Expectation value of S²: 2.028
E_HOMO (spin up / spin down): -7.30 / -8.24 eV
Gap between HOMO and LUMO (spin up / spin down): 6.9 / 7.7 eV

2.
C25H70Br2N20O42PS2 as an isolated structure at a distorted geometry. Source: OMol25; level of theory: ωB97M-V/def2-TZVPD.

Structure (XYZ):
```
162
C25H70Br2N20O42PS2, DFT ωB97M-V/def2-TZVPD
C -4.1169 1.4161 -5.4860
C -4.0120 -0.1159 -5.7351
P -4.7869 -1.0465 -4.3151
C -5.5049 -2.6066 -5.0372
S -3.1174 -1.7078 -3.0830
O -3.0644 -3.1960 -3.1507
O -1.8966 -1.0667 -3.6403
N -3.4848 -1.2826 -1.5142
S -2.2514 -0.4289 -0.7939
O -2.1588 0.8945 -1.4565
O -2.6067 -0.3172 0.6437
C -0.6354 -1.2992 -0.8386
Br -0.9413 -3.2102 -0.4659
C 0.4231 -0.7740 0.1722
C 1.8585 -0.9878 -0.4347
Br 0.2557 1.1350 0.6100
H -5.0550 1.5735 -4.9365
H -4.1585 1.9657 -6.4350
H -3.2950 1.7943 -4.8644
H -4.5098 -0.3382 -6.6932
H -2.9676 -0.4363 -5.8692
H -6.0696 -2.3259 -5.9325
H -4.6882 -3.3166 -5.2356
H -6.1376 -3.0469 -4.2562
H -0.2262 -1.1892 -1.8471
H 0.3970 -1.4009 1.0677
H 2.3803 -1.8047 0.0751
H 1.8322 -1.2224 -1.4967
H 2.4071 -0.0441 -0.3452
C 5.3047 -1.1098 -3.9992
N 4.3461 -1.1232 -2.8646
O 4.6494 -1.7679 -1.8827
O 3.3276 -0.4829 -2.9946
H 6.1533 -1.7213 -3.7368
H 4.7922 -1.5122 -4.8681
H 5.6016 -0.0786 -4.1635
C 0.9012 2.9814 4.0552
N 2.2983 2.6647 4.4524
O 2.6409 2.9213 5.5897
O 3.0155 2.1690 3.6120
H 0.3923 3.4150 4.9004
H 0.9492 3.6840 3.2287
H 0.4285 2.0509 3.7493
C 9.8226 -1.6095 -3.9265
N 8.5472 -1.2212 -4.5783
O 7.8836 -2.0956 -5.0941
O 8.2478 -0.0483 -4.5443
H 9.9560 -2.6805 -4.0317
H 10.6223 -1.0658 -4.4212
H 9.7496 -1.3290 -2.8791
C -8.5818 -3.7671 -1.5090
N -8.3104 -4.4395 -2.8048
O -8.4310 -5.6460 -2.8553
O -7.9856 -3.7286 -3.7288
H -8.8603 -4.5177 -0.7779
H -7.6716 -3.2535 -1.2089
H -9.3949 -3.0654 -1.6707
C -1.7313 -7.9550 0.7895
N -0.9928 -6.6662 0.8044
O -1.0158 -6.0157 1.8305
O -0.4117 -6.3539 -0.2072
H -2.1942 -8.0979 1.7587
H -2.4812 -7.9010 0.0056
H -1.0104 -8.7398 0.5867
C -9.3117 1.2060 -4.5252
N -7.9057 0.8721 -4.1829
O -7.5262 1.1299 -3.0651
O -7.2380 0.3601 -5.0550
H -9.7821 1.6509 -3.6565
H -9.2860 1.9053 -5.3573
H -9.8102 0.2813 -4.8039
C 0.8579 -7.8542 4.2807
N 0.7045 -9.2025 3.6751
O 1.7053 -9.8526 3.4728
O -0.4242 -9.5602 3.4183
H 1.9127 -7.6711 4.4515
H 0.4432 -7.1315 3.5803
H 0.3045 -7.8526 5.2155
C 5.5848 3.1578 5.2710
N 6.9907 2.8498 5.6426
O 7.3497 3.1037 6.7734
O 7.6996 2.3614 4.7874
H 5.0832 3.5857 6.1291
H 5.6151 3.8660 4.4475
H 5.1116 2.2296 4.9697
C -3.5604 3.9320 5.2329
N -2.4709 4.9233 5.0334
O -1.4212 4.5193 4.5795
O -2.7072 6.0687 5.3363
H -3.2046 2.9573 4.9178
H -3.8118 3.9330 6.2897
H -4.4055 4.2504 4.6295
C 6.6341 7.0022 6.9162
N 5.3256 7.3640 6.3114
O 4.6624 6.4756 5.8220
O 5.0094 8.5323 6.3485
H 6.7816 5.9318 6.8112
H 7.4045 7.5536 6.3870
H 6.6013 7.2879 7.9631
C 9.6903 0.1630 6.1966
N 10.1379 -1.2104 5.8454
O 9.7190 -1.6943 4.8184
O 10.8977 -1.7553 6.6166
H 9.0214 0.5221 5.4246
H 9.1814 0.1055 7.1546
H 10.5765 0.7876 6.2624
C 11.5132 2.9639 -3.7209
N 11.8805 1.5462 -3.9590
O 12.6778 1.0315 -3.2070
O 11.3469 0.9899 -4.8946
H 12.0580 3.3224 -2.8566
H 11.7836 3.5241 -4.6127
H 10.4482 2.9970 -3.5484
C -13.3116 2.9336 -3.5553
N -12.9223 1.5493 -3.9288
O -13.3961 1.0846 -4.9427
O -12.1538 0.9811 -3.1886
H -13.9978 3.3135 -4.3039
H -13.7856 2.8866 -2.5791
H -12.4039 3.5298 -3.5199
C -3.5358 5.3115 -4.2673
N -4.8125 5.8042 -4.8480
O -5.5512 4.9849 -5.3409
O -5.0254 6.9964 -4.7850
H -3.4892 4.2353 -4.3967
H -2.7254 5.8039 -4.7972
H -3.5324 5.5766 -3.2140
C -12.4213 -3.8112 -3.8945
N -11.6506 -2.9087 -3.0022
O -10.8185 -2.1954 -3.5162
O -11.9120 -2.9550 -1.8174
H -12.0811 -3.6614 -4.9130
H -12.2344 -4.8304 -3.5675
H -13.4713 -3.5524 -3.7917
C -5.6337 0.3063 0.5339
N -6.5744 0.3094 1.6884
O -6.2620 -0.3134 2.6805
O -7.6062 0.9415 1.5676
H -4.7663 -0.2917 0.7849
H -6.1631 -0.1172 -0.3158
H -5.3488 1.3368 0.3424
C 9.9042 10.5953 7.6814
N 9.0840 9.3586 7.7283
O 8.4109 9.1665 8.7139
O 9.1474 8.6222 6.7673
H 9.7468 11.1486 8.6003
H 10.9429 10.2936 7.5803
H 9.5782 11.1700 6.8191
C 7.8933 2.3841 -0.4931
N 8.7467 3.5302 -0.9030
O 9.7215 3.2960 -1.5943
O 8.4152 4.6246 -0.5218
H 8.3130 1.4745 -0.9077
H 7.8893 2.3520 0.5930
H 6.8950 2.5650 -0.8817
C -1.0480 -12.2626 1.2396
N -2.3640 -11.9330 0.6328
O -3.0267 -12.8432 0.1895
O -2.6811 -10.7653 0.6272
H -0.8977 -13.3344 1.1759
H -0.2866 -11.7282 0.6786
H -1.0719 -11.9306 2.2740
```

Results
E_LUMO: 0.7090 eV
Total energy: -313848.483 eV
F_max: 0.079 hartree/bohr
E_HOMO: -5.01 eV
Charge: -1
Gap between HOMO and LUMO: 5.7 eV

3.
C25H72BF7N6O9S as an isolated structure at a distorted geometry. Source: OMol25; level of theory: ωB97M-V/def2-TZVPD.

Structure (XYZ):
```
121
C25H72BF7N6O9S, DFT ωB97M-V/def2-TZVPD
B -8.3617 -9.7703 -3.9168
F -9.1070 -10.4899 -4.8616
F -9.0979 -9.1266 -3.1149
F -7.6030 -10.5769 -3.2161
F -7.6247 -8.9270 -4.7031
C -11.5373 -7.8708 -7.0989
C -10.0460 -7.8356 -6.7272
C -9.3408 -6.3789 -6.4449
O -7.9398 -6.5923 -6.1380
C -7.2381 -5.5072 -5.4932
N -9.7550 -8.6336 -5.5144
H -10.3358 -8.2941 -4.7611
H -9.8598 -9.6287 -5.6516
H -8.7781 -8.5030 -5.2935
H -11.8884 -8.8762 -7.3310
H -11.6511 -7.2372 -7.9786
H -12.1537 -7.4622 -6.2982
H -9.4310 -8.2951 -7.5010
H -9.9160 -5.7256 -5.7889
H -9.2729 -5.7486 -7.3316
H -6.1755 -5.6304 -5.2839
H -7.6229 -5.0271 -4.5935
H -7.3045 -4.6717 -6.1902
C -7.3525 -12.1146 -7.0443
C -6.8315 -12.3597 -5.6393
C -5.6324 -11.3916 -5.1874
O -5.2212 -11.7970 -3.9329
C -3.9163 -11.3607 -3.5486
N -8.0680 -12.2475 -4.6305
H -8.6904 -11.5714 -5.0497
H -8.5381 -13.1411 -4.6045
H -7.7119 -12.0041 -3.7172
H -6.5208 -12.1620 -7.7472
H -7.8973 -11.1875 -7.2227
H -7.8408 -13.0186 -7.4083
H -6.6693 -13.4298 -5.5099
H -5.9819 -10.3591 -5.1853
H -4.8009 -11.4449 -5.8900
H -3.5481 -11.7541 -2.6011
H -3.7711 -10.2878 -3.4224
H -3.1591 -11.6057 -4.2934
C -5.8583 -9.4448 -10.8265
C -7.1450 -10.0325 -10.2347
C -7.4335 -9.4245 -8.7657
O -6.3091 -9.1997 -7.8936
C -6.7061 -8.8164 -6.5550
N -8.2780 -9.9449 -11.2282
H -8.8224 -9.1239 -11.0051
H -8.0680 -9.7012 -12.1857
H -8.8633 -10.7679 -11.2465
H -5.3908 -9.9184 -11.6898
H -5.0229 -9.3550 -10.1321
H -6.2153 -8.4975 -11.2305
H -6.7977 -11.0552 -10.0872
H -8.0951 -10.0481 -8.1644
H -8.0040 -8.5208 -8.9800
H -7.1235 -7.8096 -6.5433
H -5.7825 -8.8247 -5.9762
H -7.4788 -9.4200 -6.0790
C -11.0690 -9.1429 3.0164
C -10.1414 -9.5937 1.8352
C -10.7838 -9.3151 0.4812
O -9.8233 -9.1336 -0.6042
C -10.3842 -8.4773 -1.7561
N -8.8485 -8.7336 2.1109
H -8.2414 -9.0979 2.8311
H -8.2878 -8.7282 1.2708
H -9.0654 -7.7604 2.2720
H -12.0036 -9.7033 2.9958
H -11.3216 -8.0852 3.0921
H -10.5664 -9.3976 3.9495
H -9.9039 -10.6542 1.9192
H -11.2678 -8.3388 0.5091
H -11.4966 -10.0992 0.2260
H -11.1261 -9.1551 -2.1784
H -9.6852 -8.3006 -2.5736
H -10.8116 -7.4791 -1.6617
C -10.3509 -11.6723 -2.8599
C -9.5278 -11.5940 -1.5059
C -8.5380 -12.7409 -1.2056
O -7.4908 -12.8073 -2.1646
C -6.1507 -12.7967 -1.7207
N -8.7770 -10.2874 -1.5036
H -9.3297 -9.5103 -1.8364
H -8.4939 -10.0892 -0.5546
H -7.9405 -10.3312 -2.0678
H -10.9941 -10.8577 -3.1928
H -10.9892 -12.5556 -2.8814
H -9.7369 -11.8427 -3.7443
H -10.1922 -11.5208 -0.6449
H -9.0905 -13.6795 -1.2481
H -8.1260 -12.6640 -0.1993
H -5.9619 -13.6091 -1.0190
H -6.0901 -11.8799 -1.1343
H -5.4395 -12.7585 -2.5458
C -4.7561 -9.8070 -1.6189
C -5.4996 -8.7021 -2.3734
C -6.6609 -7.9925 -1.5573
O -7.1266 -6.9193 -2.3278
C -8.4935 -6.6699 -2.2606
N -4.4512 -7.7652 -2.8723
H -3.8045 -8.2586 -3.4709
H -4.8298 -7.1055 -3.5368
H -4.0500 -7.1730 -2.1593
H -3.9521 -10.2751 -2.1868
H -5.3512 -10.6728 -1.3284
H -4.3902 -9.3411 -0.7040
H -5.8963 -9.1392 -3.2897
H -6.2614 -7.7004 -0.5861
H -7.5300 -8.6275 -1.3856
H -8.8901 -6.8331 -1.2585
H -8.9862 -7.3062 -2.9957
H -8.5423 -5.6205 -2.5512
C -10.1728 -11.8202 -8.5514
F -9.0215 -12.4402 -8.5253
F -10.1128 -10.9086 -9.5534
F -11.1922 -12.6960 -8.8397
S -10.3429 -10.9509 -6.8198
O -11.6827 -10.3277 -6.9659
O -10.2533 -12.0253 -5.8486
O -9.2773 -9.9763 -6.6754
```

Results
Energy above the lowest of the compared OMol25 structures with the same formula, charge and spin: 37.0263 eV
E_LUMO: -9.8407 eV
Total energy: -84929.487 eV
F_max: 0.256 hartree/bohr
E_HOMO: -18.10 eV
Charge: +4
Gap between HOMO and LUMO: 8.3 eV